Computed, not measured: a molecular structure, C18H17N4O5Rh in a non-equilibrium geometry, with ωB97M-V/def2-TZVPD.

Structure (XYZ):
```
45
Properties=species:S:1:pos:R:3:forces:R:3
Rh -1.0824 0.0934 -0.1795 0.5 -0.5 -0.2
O 2.1367 3.1465 0.7227 0.0 0.0 0.0
C 2.4385 2.6408 1.9363 0.0 -0.1 0.1
C 3.3791 3.3358 2.6969 0.0 0.0 0.0
C 3.7291 2.8886 3.9533 0.0 0.0 0.0
C 3.1480 1.7388 4.4832 0.0 0.0 0.0
C 2.2237 1.0435 3.7335 0.0 0.0 0.0
C 1.8570 1.4701 2.4531 0.1 0.0 -0.1
C 0.8833 0.6774 1.6726 0.2 -0.3 -0.1
O 0.5030 1.1575 0.5066 -0.3 0.3 0.2
N 0.4668 -0.4588 2.1506 -0.1 0.1 0.1
N -0.4866 -1.0365 1.3176 0.3 -0.3 -0.5
C -0.7479 -2.2901 1.4584 0.0 0.1 0.1
C -1.6735 -3.0180 0.6443 0.0 0.0 -0.2
C -1.7279 -4.4153 0.8153 0.1 0.1 0.0
C -2.5105 -5.2048 0.0146 0.0 0.0 0.0
C -3.2718 -4.6022 -0.9968 0.0 0.0 0.0
C -3.2709 -3.2403 -1.1671 -0.1 0.0 0.1
C -2.5014 -2.4022 -0.3364 0.0 0.0 0.3
O -2.6357 -1.1044 -0.4656 0.0 0.2 -0.6
H 1.4616 2.5573 0.3293 0.0 0.0 0.0
H 3.8148 4.2300 2.2718 0.0 0.0 0.0
H 4.4628 3.4397 4.5280 0.0 0.0 0.0
H 3.4172 1.3962 5.4729 0.0 0.0 0.0
H 1.7583 0.1472 4.1185 0.0 0.0 0.0
H -0.1686 -2.8199 2.2107 -0.2 0.0 0.1
H -1.1222 -4.8569 1.5982 0.0 0.0 0.0
H -2.5389 -6.2764 0.1542 0.0 0.0 0.0
H -3.8729 -5.2219 -1.6507 0.0 0.0 0.0
H -3.8684 -2.7668 -1.9345 0.0 0.0 0.0
C -0.1605 2.9377 -3.1310 -0.1 0.0 -0.1
C -0.5816 1.6858 -2.4409 -0.1 -0.2 -0.1
N -1.4169 1.6433 -1.4642 -0.2 0.3 0.1
O -1.8358 2.8752 -0.9859 -0.1 0.0 -0.1
C -0.0598 0.3830 -2.7910 0.3 0.0 -0.1
C 0.5589 0.0747 -4.1158 0.0 0.0 0.1
N -0.1914 -0.5433 -1.8655 -0.5 0.4 0.9
O 0.1427 -1.7202 -1.9554 0.1 -0.1 0.1
H -0.1741 3.7725 -2.4350 0.0 0.0 0.0
H -0.8423 3.1699 -3.9518 0.0 0.0 0.0
H 0.8399 2.8199 -3.5405 0.0 0.0 0.0
H -2.6321 2.6714 -0.4795 0.0 0.0 0.0
H -0.0604 0.4573 -4.9283 0.0 0.0 0.0
H 0.6633 -1.0016 -4.2234 0.0 0.0 0.0
H 1.5498 0.5261 -4.2041 0.0 0.0 0.0
```
Positions in Å, forces in eV/Å.

As for the charge: 0. The HOMO-LUMO gap comes out at 6.88 eV. As for the electronic energy: -1401.802556 Ha. The relative energy (zero: lowest compared OMol25 entry of this formula, charge and spin) is 56.0 kJ/mol.

From a Mulliken analysis of the wavefunction, the atomic charges in e read: -0.2736, -0.6980, 0.3170, -0.6535, -0.2898, -0.7485, -0.3909, 0.1272, 1.1939, -0.8329, -0.9234, 0.3581, -0.1332, 0.7141, -0.7898, -0.5995, -0.4787, -0.5070, 0.6360, -0.7933, 0.4245, 0.4249, 0.3731, 0.3972, 0.4302, 0.3893, 0.3303, 0.4040, 0.3706, 0.4337, -1.5497, 0.8717, 0.2688, -0.4508, 0.3777, -1.6642, 0.9727, -0.7215, 0.4369, 0.3663, 0.3923, 0.3886, 0.3578, 0.4267, 0.3144

Computed, not measured: a molecular structure, C31H49CrFN7O4 in a non-equilibrium geometry, with ωB97M-V/def2-TZVPD.

Structure (XYZ):
```
93
Properties=species:S:1:pos:R:3:forces:R:3
Cr -0.5580 -0.1417 -0.3734 -0.9 -1.8 -1.2
C -3.1417 -1.4721 0.5023 0.0 -0.5 0.3
C -1.9789 -2.2566 1.1559 -0.3 -0.4 -0.2
N -0.8637 -1.3501 1.4306 0.7 0.2 -0.3
C -1.0788 -0.5513 2.6403 0.1 0.5 0.3
C -0.6081 0.9077 2.4822 0.0 -0.3 0.6
N -0.7888 1.4350 1.1225 0.6 0.1 -0.1
C -2.0998 2.0533 0.8989 -0.7 0.2 -0.3
C -3.1622 0.9606 0.8469 0.1 0.6 0.2
N -2.6662 -0.1638 0.0413 0.0 0.1 -0.7
H -3.9705 -1.3414 1.2058 0.1 0.0 -0.1
H -3.5196 -2.0456 -0.3443 0.0 0.1 0.1
H -1.6231 -2.9982 0.4429 0.0 0.1 0.2
H -2.3165 -2.7712 2.0648 0.1 0.1 -0.1
H -0.0080 -1.8874 1.5165 0.0 0.0 0.0
H -0.5479 -0.9809 3.4979 -0.2 0.0 -0.1
H -2.1435 -0.5845 2.8740 0.1 0.0 0.1
H 0.4563 0.9414 2.7048 -0.2 0.1 0.0
H -1.1323 1.5349 3.2151 0.1 0.0 -0.1
H -0.0891 2.1590 0.9812 0.0 -0.1 -0.1
H -2.0713 2.5727 -0.0631 0.1 0.0 0.2
H -2.3546 2.7735 1.6887 0.1 -0.1 -0.1
H -4.0884 1.3660 0.4304 0.0 -0.1 0.1
H -3.3884 0.6143 1.8573 0.0 0.0 -0.2
H -2.9616 -0.0038 -0.9182 0.0 -0.1 0.0
F 5.7513 -2.0570 -2.1801 -0.1 0.1 -0.2
C 5.0568 -1.0574 -2.7773 -0.4 0.0 0.3
C 3.8360 -0.7247 -2.2433 0.2 0.1 -0.2
C 3.0323 0.2743 -2.8000 0.3 -0.1 -0.1
C 1.7502 0.5865 -2.1696 -0.4 0.5 -0.4
O 1.3570 0.0028 -1.1294 0.5 0.1 -0.4
C 1.0287 1.6151 -2.8560 -0.2 -0.2 0.4
C 1.5232 2.1943 -3.9809 0.1 -0.1 0.1
N 2.7068 1.9012 -4.5692 -0.6 0.0 0.6
C 2.9460 2.6017 -5.8060 0.3 0.4 -0.7
C 3.6311 2.0383 -7.0172 -0.2 -0.1 0.0
C 4.2555 3.1781 -6.2589 0.0 0.2 0.1
C 3.5004 0.9471 -3.9610 0.1 -0.5 0.4
C 4.7716 0.6172 -4.4381 0.1 -0.2 0.0
C 5.5729 -0.3831 -3.8940 -0.4 0.4 0.0
N 6.8468 -0.5991 -4.4486 0.2 0.0 0.0
C 7.0133 -0.6393 -5.8889 0.0 0.0 -0.2
C 8.3278 0.0809 -6.2441 -0.7 0.0 -0.6
N 9.2684 -0.0776 -5.1006 0.4 0.3 0.2
C 9.1385 -1.4307 -4.5062 -0.2 -0.7 0.4
C 7.7714 -1.5217 -3.8059 0.0 -0.1 0.3
C -0.3488 2.0717 -2.4297 0.4 0.7 -0.4
O -0.7745 3.1421 -2.8272 0.1 -0.1 0.0
O -1.0013 1.2626 -1.6883 -0.4 -1.0 0.9
H 3.4631 -1.2414 -1.3724 0.0 -0.1 0.1
H 0.9069 2.9536 -4.4394 0.0 0.1 -0.1
H 2.0848 3.2197 -6.0221 0.1 -0.1 0.0
H 3.1859 2.2588 -7.9762 -0.1 0.0 0.0
H 4.0526 1.0466 -6.9707 0.1 0.0 0.1
H 4.2148 4.1603 -6.7053 0.0 0.0 0.0
H 5.1411 3.0276 -5.6627 0.0 -0.1 0.0
H 5.1740 1.1684 -5.2617 0.1 0.1 -0.1
H 6.1854 -0.1512 -6.3970 0.1 0.0 0.0
H 7.0451 -1.6788 -6.2439 -0.1 0.1 0.0
H 8.1680 1.1475 -6.4106 0.1 -0.1 0.1
H 8.7699 -0.3564 -7.1407 0.1 0.1 0.1
H 9.0085 0.6006 -4.3737 0.1 0.0 -0.2
H 10.2334 0.1112 -5.3907 -0.2 0.0 0.1
H 9.9347 -1.6054 -3.7813 0.0 0.1 -0.2
H 9.2291 -2.1682 -5.3063 0.1 0.2 0.0
H 7.8682 -1.2324 -2.7573 0.1 -0.1 -0.1
H 7.4234 -2.5637 -3.8410 0.2 0.1 0.0
C -1.5023 -3.6331 -2.5123 0.5 0.5 0.2
C -0.5679 -2.4111 -2.4505 0.4 -0.5 -1.4
C -0.9082 -1.4229 -3.5714 0.2 -0.4 0.4
O -0.6608 -1.8150 -1.2235 -0.4 2.1 2.0
H -1.3940 -4.1381 -3.4666 -0.1 -0.1 -0.1
H -2.5340 -3.3042 -2.3964 -0.1 0.0 0.0
H -1.2623 -4.3315 -1.7131 0.0 -0.1 0.0
H 0.4763 -2.7628 -2.5961 -0.3 0.1 0.0
H -1.9306 -1.0789 -3.4352 -0.2 0.1 -0.1
H -0.8132 -1.9025 -4.5403 0.0 0.0 -0.2
H -0.2494 -0.5595 -3.5288 0.0 0.0 -0.1
C 4.1501 1.3862 3.4015 0.0 -0.1 -0.1
C 3.8318 -0.0871 3.1148 0.6 0.0 0.6
C 5.0657 -0.8161 2.5702 -0.1 0.0 0.0
C 3.3068 -0.7782 4.3835 0.0 0.0 0.0
C 2.7718 -0.1593 2.1361 -0.2 0.0 -0.2
N 1.8783 -0.2339 1.4229 0.0 -0.1 0.0
H 4.9295 1.4436 4.1576 0.1 0.0 0.1
H 3.2707 1.9088 3.7746 0.0 0.0 0.0
H 4.4985 1.8916 2.5026 0.0 0.0 0.0
H 5.8389 -0.8415 3.3341 0.1 0.0 0.1
H 5.4584 -0.3026 1.6941 0.0 0.0 -0.1
H 4.8185 -1.8398 2.2957 0.0 -0.1 0.0
H 4.0928 -0.8012 5.1338 0.1 0.0 0.1
H 3.0025 -1.8010 4.1691 0.0 -0.1 0.0
H 2.4548 -0.2370 4.7925 0.0 0.0 0.0
```
Positions in Å, forces in eV/Å.

As for the charge: +2. As for the multiplicity: 2. The HOMO-LUMO gap (spin up / spin down) comes out at 8.02 / 7.69 eV. As for the expectation value of S²: 0.77. As for the electronic energy: -3038.771851 Ha. The relative energy (zero: lowest compared OMol25 entry of this formula, charge and spin) is 133.3 kJ/mol.

From a Mulliken analysis of the wavefunction, the atomic charges in e read: -0.0260, -0.6849, -0.4516, 0.0377, -0.8607, -0.5727, 0.1632, -0.9490, -0.6536, -0.0087, 0.4278, 0.3485, 0.0106, 0.6290, 0.3259, 0.5439, 0.4022, 0.0014, 0.4502, 0.3139, 0.3155, 0.5706, 0.5378, 0.2819, 0.3552, -0.3522, 0.2559, -0.6255, 0.9345, 1.3557, -0.7192, 0.0552, -0.1961, 0.0426, -0.1503, -0.5163, -0.5518, -0.1516, -0.1765, -1.4869, 0.1636, -0.2922, -0.8188, -0.0980, -0.7912, -0.7894, -0.4342, -0.7148, 0.1848, 0.7569, 0.5773, 0.4478, 0.3217, 0.1662, 0.3635, 0.1481, 0.3926, 0.1779, 0.3257, 0.4585, 0.3713, 0.3856, 0.3552, 0.3984, 0.3444, 0.5239, 0.4347, -1.5405, 0.4442, -1.1466, -0.4611, 0.4882, 0.2895, 0.3618, 0.1721, 0.2365, 0.5331, 0.0575, -1.6368, 2.2330, -1.7232, -1.6097, -0.3712, -0.5143, 0.4207, 0.3955, 0.3950, 0.4493, 0.3795, 0.3739, 0.4364, 0.3828, 0.3693

Computed, not measured: a single C8H9ClN2 molecule in a non-equilibrium geometry, with ωB97M-V/def2-TZVPD.

Structure (XYZ):
```
20
Properties=species:S:1:pos:R:3:forces:R:3
H -2.4403 0.8571 2.5463 1.5 -3.8 -0.4
N -1.9680 -0.1984 2.5873 -0.8 3.3 -0.5
C -1.5360 -0.6669 1.4702 -1.4 1.6 -1.0
N -0.7695 -1.7815 1.4783 4.0 -2.5 0.1
C -1.7688 -0.1032 -0.0065 -0.5 -1.3 0.8
C -0.3391 0.0753 -0.5489 3.6 1.7 0.5
C 0.3862 -0.5774 -1.5889 -4.6 -0.4 1.1
C 1.6054 -0.1908 -2.1092 1.4 -1.2 1.2
C 2.2974 0.8577 -1.4796 -1.1 1.9 1.7
C 1.7692 1.4431 -0.2556 -1.0 -0.8 -0.9
Cl 2.6353 2.8716 0.5175 -1.0 -1.9 -0.8
C 0.5112 0.9630 0.2412 -1.8 0.7 0.0
H -0.4380 -2.3063 0.4307 -1.0 2.5 4.7
H -0.0341 -1.7059 2.4126 -2.7 -1.0 -3.9
H -2.5333 -0.8815 -0.4931 2.0 1.8 0.5
H -2.2305 0.9181 0.0477 0.2 -1.1 -0.1
H -0.3878 -1.3527 -1.8542 1.9 0.0 -1.2
H 2.2055 -0.9517 -2.6673 -0.8 1.2 -0.4
H 3.1121 1.4363 -1.9193 0.2 -0.9 0.1
H -0.0769 1.2942 1.1907 1.9 0.0 -1.5
```
Positions in Å, forces in eV/Å.

As for the charge: 0. The HOMO-LUMO gap comes out at 9.58 eV. As for the electronic energy: -879.815390 Ha. The relative energy (zero: lowest compared OMol25 entry of this formula, charge and spin) is 161.9 kJ/mol.

From a Mulliken analysis of the wavefunction, the atomic charges in e read: 0.2592, -0.7590, 0.2784, -0.5171, -0.5193, 0.3362, -0.1593, -0.7046, -0.2067, -0.0173, -0.2171, -0.1122, 0.3106, 0.3343, 0.2496, 0.2872, 0.2402, 0.2839, 0.3616, 0.2712

relative energy (zero: lowest compared OMol25 entry of this formula, charge and spin) of number 2 (C31H49CrFN7O4)? 133.3 kJ/mol

Among the records above, which one has the lowest relative energy (zero: lowest compared OMol25 entry of this formula, charge and spin)? C18H17N4O5Rh